{
  "formula": "C7H11Br9O3",
  "method": "wB97M-V/def2-TZVPD",
  "orbital_gap_ev": 9.8,
  "total_energy_ha": -23665.14592,
  "species": ["Br", "Br", "Br", "Br", "Br", "Br", "Br", "Br", "Br", "O", "O", "O", "C", "C", "C", "C", "C", "C", "C", "H", "H", "H", "H", "H", "H", "H", "H", "H", "H", "H"],
  "coordinates": [[-0.647, 2.198, -1.221], [-2.960, -1.456, -0.653], [0.974, 6.397, 4.570], [-5.324, 0.409, -1.744], [0.100, 3.449, 5.406], [0.279, 2.042, 1.780], [-2.771, 2.448, 1.132], [-1.997, 5.395, 4.037], [-3.225, -0.860, -3.732], [2.118, -1.589, -1.100], [0.577, -3.230, -1.166], [2.270, -3.081, -2.642], [1.370, -0.908, -0.114], [1.829, -4.294, -3.226], [1.707, -1.428, 1.276], [-0.148, 4.899, 4.166], [-3.498, -0.151, -1.969], [-0.997, 2.845, 0.564], [1.557, -2.685, -1.589], [-2.872, 0.714, -1.819], [-0.843, 3.912, 0.548], [0.954, -1.102, 1.997], [2.420, -4.491, -4.116], [1.983, -5.141, -2.549], [1.641, -2.518, 1.264], [0.159, 4.512, 3.208], [1.575, 0.156, -0.177], [0.775, -4.255, -3.492], [2.698, -1.145, 1.626], [0.296, -1.045, -0.262]]
}